Below is 12 unconnected molecules or ions with the total composition C58H117O34P5, with properties calculated with ωB97M-V with the def2-TZVPD basis set.

Last column: Mulliken charge in e.
Cartesian coordinates (Å):
P (-5.39, -2.49, -0.24)  -0.367
P (2.56, 1.18, -4.14)  -0.573
P (-2.46, -2.25, -4.55)  -0.669
P (3.87, -1.68, 5.27)  0.047
P (0.80, 5.25, 1.86)  0.085
O (4.05, 3.69, -1.23)  -0.448
O (2.03, 6.04, 2.46)  -0.330
O (4.69, -0.36, 5.24)  -0.239
O (-4.06, -2.22, -4.49)  0.072
O (4.85, -2.65, 4.41)  -0.089
O (-6.48, -1.78, 0.76)  -0.297
O (5.45, 5.21, -0.24)  -0.499
O (3.14, -0.21, -4.57)  -0.010
O (-1.67, 1.41, 1.60)  0.935
O (-4.19, -2.79, 0.53)  0.179
O (1.78, 1.69, -5.43)  -0.350
O (6.62, 0.95, -0.28)  -0.739
O (5.15, -0.15, 0.94)  -0.039
O (1.76, 1.26, 1.84)  -0.062
O (-1.28, 1.18, -0.56)  -0.697
O (2.66, -1.29, 4.23)  1.047
O (-4.25, 2.84, -0.22)  -0.280
O (1.59, 4.24, 0.85)  0.766
O (0.59, -6.91, -0.52)  -0.680
O (0.47, 4.45, 3.16)  0.283
O (3.86, 2.13, -4.25)  -0.202
O (-0.35, 6.01, 1.32)  -0.841
O (2.67, 1.87, 3.80)  -0.356
O (-1.89, -0.89, -4.59)  -0.658
O (-2.04, -0.21, 4.41)  -0.297
O (-1.23, -2.23, 3.88)  -0.441
O (-5.46, 1.99, 1.36)  -0.592
O (-2.06, -3.17, -5.72)  0.059
O (-5.23, -1.49, -1.42)  0.801
O (1.76, 1.04, -2.85)  0.701
O (-0.14, -5.01, 0.34)  -0.277
O (-6.08, -3.73, -0.87)  -0.430
O (3.48, -2.15, 6.56)  -0.781
O (-2.10, -3.15, -3.25)  0.859
C (-5.13, 0.58, -2.53)  -1.372
C (1.29, -3.36, 4.64)  -1.171
C (-4.87, -3.38, -4.83)  0.023
C (0.87, 1.24, 5.35)  -1.058
C (6.10, 3.88, 1.58)  -0.495
C (0.46, 1.07, 3.94)  1.893
C (5.79, 0.04, 4.39)  0.654
C (5.05, -0.55, -1.33)  0.201
C (3.73, 3.56, -4.44)  0.352
C (-4.11, -0.25, 3.26)  0.686
C (-0.33, -6.29, -0.02)  0.195
C (-1.33, -5.43, -3.54)  -1.150
C (-2.16, -1.43, 3.93)  0.143
C (1.91, -2.46, 3.67)  0.228
C (-2.20, -5.64, 1.23)  -0.165
C (4.72, -4.86, 5.43)  -1.173
C (-3.55, -1.68, 3.50)  0.187
C (-1.37, -4.42, 0.88)  1.967
C (-3.48, 4.87, 0.61)  -0.066
C (2.75, 6.75, 1.42)  0.330
C (4.35, -1.70, -0.61)  -0.539
C (6.48, 1.20, 5.17)  -1.442
C (-6.28, -2.96, -4.51)  -1.387
C (6.31, 5.22, 0.97)  -0.461
C (-3.90, 3.89, 1.73)  0.792
C (-0.95, 0.15, -1.49)  0.070
C (0.92, 3.48, -0.13)  1.719
C (-0.65, 4.67, 3.99)  0.473
C (4.62, 4.07, -0.26)  0.084
C (-1.39, -0.80, 0.67)  1.315
C (0.73, 4.40, -1.35)  -1.283
C (2.26, 2.01, 5.17)  -0.688
C (1.68, 1.37, 3.02)  -0.350
C (-7.72, -1.33, 0.12)  -0.051
C (-3.19, 0.60, 4.08)  -0.139
C (5.17, 4.04, -4.55)  -1.322
C (5.70, 0.13, -0.22)  0.226
C (-4.64, 2.78, 1.03)  0.077
C (-0.86, -4.00, -3.33)  -0.287
C (-0.10, 5.36, 5.21)  -1.589
C (-0.85, -1.20, -0.69)  1.883
C (-5.42, -4.94, -1.29)  0.511
C (3.93, -1.01, 0.64)  1.111
C (-1.90, -4.04, -7.94)  -1.320
C (3.33, 8.03, 2.01)  -1.796
C (-1.74, -6.70, 0.28)  0.083
C (-5.75, -6.03, -0.31)  -1.544
C (-0.15, 1.58, -6.98)  -1.531
C (0.43, 1.19, -5.60)  0.327
C (-8.35, -0.25, 1.00)  -1.369
C (4.70, 3.51, 1.14)  1.310
C (-1.51, 0.69, 0.63)  -0.900
C (-4.78, -0.12, -1.21)  0.869
C (3.79, -0.34, -5.84)  -0.321
C (-2.31, -2.87, -7.08)  -0.092
C (-3.22, 3.85, -0.46)  0.400
C (5.59, -3.59, 5.23)  -0.366
C (3.97, -1.79, -6.26)  -1.485
H (0.89, 4.93, 5.55)  0.178
H (0.52, 0.14, -5.53)  0.153
H (-0.42, -6.06, -3.53)  0.500
H (1.86, -3.89, 5.42)  0.235
H (2.27, 3.06, 5.42)  0.226
H (6.73, 0.80, 6.19)  0.325
H (-4.76, -3.55, -5.86)  0.378
H (-5.54, -5.76, 0.74)  0.272
H (-6.21, 0.67, -2.56)  0.475
H (-3.27, -5.52, 1.05)  -0.095
H (-6.52, -2.52, -3.59)  0.093
H (4.84, -2.20, -5.82)  0.368
H (2.07, 6.98, 0.65)  0.400
H (-3.70, -0.08, -0.91)  -0.563
H (5.30, -5.58, 6.00)  0.449
H (5.05, -2.51, -0.41)  0.388
H (-0.02, 0.54, -1.97)  -0.510
H (6.17, 3.96, 2.66)  0.324
H (-0.73, 5.27, 6.06)  0.437
H (-0.31, 1.78, 3.72)  -0.530
H (2.51, 8.63, 2.41)  0.436
H (-5.76, -5.19, -2.28)  0.376
H (-3.89, 0.06, 2.29)  -0.938
H (0.39, 4.00, -2.37)  0.145
H (-4.72, 1.62, -2.57)  0.115
H (-2.40, -4.91, -7.49)  0.301
H (-3.38, 4.20, -1.46)  0.441
H (-1.02, -3.89, 1.76)  -0.745
H (-1.42, 5.26, 3.47)  0.433
H (-1.87, -5.90, -2.69)  -0.056
H (-3.16, 3.33, 2.28)  -1.017
H (-8.43, -2.11, 0.00)  0.465
H (4.73, 0.20, -5.74)  0.296
H (3.80, -1.57, 1.57)  -0.613
H (-3.40, -2.69, -7.27)  0.232
H (-5.34, 0.25, -0.36)  -0.137
H (5.84, 2.03, 5.29)  0.274
H (6.05, 6.07, 1.63)  0.162
H (4.07, 7.83, 2.77)  0.362
H (-4.31, 5.56, 0.34)  0.351
H (-7.70, 0.53, 1.38)  0.188
H (-2.24, 3.41, -0.41)  -0.531
H (-8.90, -0.64, 1.82)  0.401
H (-9.09, 0.21, 0.32)  0.394
H (3.32, 3.99, -3.50)  -0.221
H (-4.48, 4.40, 2.51)  0.564
H (-6.98, -3.80, -4.49)  0.464
H (-4.77, 0.04, -3.41)  0.074
H (-6.84, -6.33, -0.33)  0.334
H (3.95, 4.08, 1.63)  -0.294
H (-5.19, -6.93, -0.48)  0.432
H (0.10, 6.40, 5.05)  0.411
H (-7.48, -0.93, -0.84)  0.078
H (-1.41, -1.92, -1.25)  -1.141
H (6.92, 3.18, 1.29)  0.240
H (0.18, 1.79, 5.94)  0.476
H (-2.39, -1.17, 0.72)  -0.813
H (5.25, 5.11, -4.86)  0.372
H (3.88, 8.58, 1.25)  0.396
H (7.36, 1.52, 4.66)  0.445
H (0.21, -1.68, -0.62)  0.030
H (-5.18, -0.10, 3.52)  0.557
H (-0.19, 2.67, -7.07)  0.339
H (4.10, -1.74, -7.32)  0.417
H (0.34, 1.12, -7.79)  0.392
H (2.57, -3.01, 3.05)  0.500
H (4.23, 0.13, -1.75)  -0.411
H (3.10, -2.34, -6.04)  0.276
H (-0.13, 3.31, 0.24)  -1.044
H (3.79, -4.60, 5.85)  0.212
H (3.09, -0.35, 0.53)  -0.571
H (4.51, 2.49, 1.21)  -0.459
H (-3.67, -2.39, 2.74)  -0.301
H (3.49, -2.11, -1.19)  0.377
H (7.29, 5.45, 0.61)  0.377
H (5.77, 3.94, -3.59)  0.194
H (3.03, 1.51, 5.71)  0.479
H (-1.95, -7.69, 0.62)  0.595
H (-1.18, 1.25, -6.94)  0.418
H (4.41, -5.36, 4.51)  0.285
H (-1.74, 0.10, -2.22)  0.148
H (-0.24, 1.49, -4.80)  0.058
H (-0.22, -3.76, -4.13)  0.463
H (1.02, 0.25, 5.76)  0.167
H (-0.31, -3.75, -2.42)  0.492
H (-1.99, -6.01, 2.24)  0.428
H (-3.66, 0.73, 5.01)  0.608
H (1.16, -2.00, 3.01)  -0.336
H (-0.03, 5.17, -1.12)  0.355
H (5.88, -2.97, 6.12)  0.402
H (-1.77, -1.96, -7.41)  0.163
H (-4.51, -4.21, -4.27)  0.174
H (-4.08, -2.17, 4.39)  0.262
H (0.13, 0.09, 3.69)  -0.574
H (3.14, 3.85, -5.26)  0.409
H (-6.80, -2.32, -5.26)  0.369
H (6.50, -4.00, 4.71)  0.304
H (-2.11, -6.50, -0.70)  -0.399
H (6.47, -0.83, 4.25)  0.346
H (3.16, 0.23, -6.48)  0.457
H (1.70, 4.91, -1.48)  0.161
H (3.57, 6.14, 1.03)  -0.005
H (-0.75, -1.14, 1.48)  0.451
H (-0.85, -4.25, -7.77)  0.325
H (0.55, -2.79, 5.24)  0.151
H (5.77, -0.80, -2.12)  0.517
H (-4.31, -4.87, -1.27)  -0.243
H (-1.11, 3.66, 4.17)  -0.325
H (5.48, 0.31, 3.33)  -0.281
H (-2.33, -3.91, -8.95)  0.397
H (-2.92, 1.52, 3.59)  -0.557
H (1.46, 2.56, -0.28)  -0.073
H (-1.79, -5.48, -4.53)  0.272
H (-2.54, 5.48, 0.85)  -0.045
H (-1.94, -3.79, 0.16)  -0.876
H (0.72, -4.07, 4.01)  0.341
H (5.75, 3.47, -5.25)  0.392

Calculated values
Highest occupied orbital energy: -9.48 eV
SMILES: CCOP(=O)(OCC)OCC.CCOP(=O)(OCC)OCC.CCOP(=O)(OCC)OCC.CCOP(=O)(OCC)OCC.CCOP(=O)(OCC)OCC.O=C1CCCO1.O=C1CCCO1.O=C1CCCO1.O=C1CCCO1.O=C1CCCO1.O=C1CCCO1.O=C1CCCO1
Kohn-Sham gap: 9.724 eV



Below is 8 unconnected molecules or ions with the total composition C58H126N6O10, with properties calculated with ωB97M-V with the def2-TZVPD basis set.

Last column: Mulliken charge in e.
Cartesian coordinates (Å):
O (-0.44, -5.02, 3.62)  -0.495
O (-5.82, -0.93, -4.00)  -0.481
O (1.00, -0.01, -1.44)  0.101
O (-1.20, 0.77, 4.35)  0.092
O (2.40, 4.86, -5.32)  -0.652
O (-0.93, 0.61, 0.55)  0.194
O (1.24, 2.66, -3.57)  -0.050
O (2.93, -2.48, -6.54)  -0.495
O (3.48, -1.34, 2.03)  -0.213
O (0.85, 5.56, -2.79)  -0.491
N (1.79, -2.98, -5.88)  0.314
N (4.21, -0.23, 2.51)  -0.414
N (-2.00, 1.51, 5.27)  -0.272
N (-6.10, -1.88, -2.90)  0.201
N (1.25, 5.62, -1.43)  0.920
N (-0.04, -5.19, 2.32)  0.479
C (-1.05, 3.69, 4.42)  -1.661
C (1.15, 4.33, -5.41)  -0.732
C (1.22, 2.86, -4.94)  -0.183
C (0.59, 6.36, 0.91)  -0.835
C (5.91, -1.68, 3.56)  -1.839
C (1.32, -6.40, 0.64)  -1.841
C (3.63, 1.07, 2.03)  2.700
C (-5.77, -4.15, -1.20)  -0.529
C (4.95, -0.46, 3.76)  1.825
C (1.15, -6.03, 2.13)  1.599
C (2.07, 6.93, 1.02)  -0.992
C (3.38, -4.42, -4.62)  -1.894
C (-6.86, -4.11, -2.20)  -1.452
C (0.18, 6.21, -0.59)  1.269
C (-2.91, 2.54, 3.19)  -1.991
C (-0.41, -4.57, -0.07)  -1.433
C (-0.44, -3.42, -4.11)  0.881
C (-0.24, 7.74, -1.03)  -1.835
C (0.55, -2.17, -6.12)  2.125
C (5.18, 2.09, 4.01)  -0.754
C (-2.34, 2.82, 4.64)  1.867
C (-1.89, -3.67, 1.61)  -2.216
C (-3.46, 3.57, 5.44)  -1.542
C (3.00, 7.33, -2.22)  -1.558
C (0.49, -0.71, -5.62)  -1.674
C (0.52, -2.78, 1.61)  -1.718
C (-2.73, 2.27, 7.50)  -1.234
C (-0.66, -2.93, -5.48)  -1.957
C (-0.79, 1.37, -0.67)  -0.944
C (-3.64, -1.95, -2.28)  -1.147
C (2.65, -2.17, -3.56)  -1.571
C (-5.12, -1.75, -1.80)  1.607
C (3.07, 6.14, 0.13)  -0.781
C (-1.09, 5.43, -0.75)  -1.795
C (0.86, -7.42, 2.92)  -1.544
C (3.97, -0.64, 4.96)  -1.430
C (-0.36, 0.44, -1.81)  0.319
C (-6.54, -3.17, -3.49)  1.474
C (-0.41, -4.03, 1.39)  2.120
C (3.55, 4.75, -1.86)  -1.691
C (0.96, -4.15, -3.93)  -0.523
C (-0.20, 1.90, 7.00)  -1.718
C (2.41, -5.44, 2.75)  -1.792
C (-5.43, -3.87, -4.38)  -1.729
C (-5.38, -2.81, -0.63)  -0.925
C (1.03, -5.20, -0.29)  -0.152
C (4.54, 2.23, 2.59)  -1.161
C (-7.85, -2.99, -4.24)  -1.470
C (2.25, 1.29, 2.54)  -1.561
C (2.16, -3.36, -4.53)  1.574
C (-3.07, 3.68, 6.96)  -0.633
C (2.73, 5.98, -1.35)  1.548
C (-1.67, -0.10, 7.23)  -1.791
C (5.91, 0.71, 4.15)  -1.696
C (0.37, -2.16, -7.65)  -2.029
C (-5.18, -0.41, -1.15)  -2.062
C (-1.62, 1.37, 6.70)  1.663
C (3.77, 1.07, 0.48)  -1.773
H (-5.87, -4.92, -0.43)  0.498
H (-6.07, -4.63, -4.83)  0.516
H (-0.58, -1.66, -7.88)  0.409
H (2.85, -4.68, 2.10)  0.264
H (-0.23, 3.05, 4.08)  0.310
H (2.54, 7.35, -3.20)  0.297
H (-6.99, -5.15, -2.50)  0.433
H (1.54, -3.11, 1.44)  0.316
H (-6.13, 0.00, -0.80)  0.436
H (3.42, 2.00, 0.05)  -0.221
H (-2.60, -4.43, 1.29)  0.515
H (0.05, 2.06, -0.54)  -0.018
H (-4.50, -2.98, -0.01)  0.077
H (-4.45, 3.13, 5.35)  0.481
H (-0.43, 0.82, -2.83)  0.305
H (3.02, -5.20, -5.29)  0.504
H (3.20, 3.89, -1.29)  0.099
H (-2.86, -1.89, -1.53)  -0.029
H (3.98, -1.67, 5.31)  0.406
H (2.27, 6.94, 2.09)  0.446
H (-1.16, -0.77, 6.54)  0.352
H (-0.90, 4.42, -0.39)  0.094
H (1.42, -0.13, -5.68)  0.370
H (-2.18, -3.71, 2.66)  0.570
H (1.13, -5.49, -1.34)  0.551
H (0.31, 4.88, -4.98)  0.304
H (4.48, 2.16, 4.84)  0.229
H (-0.27, -0.05, -6.04)  0.478
H (0.63, -8.25, 2.26)  0.373
H (-4.63, -0.43, -0.21)  0.338
H (2.37, 8.15, -1.89)  0.323
H (-8.73, -3.19, -3.63)  0.377
H (3.56, -4.87, -3.65)  0.352
H (3.14, 5.17, 0.62)  0.043
H (-0.86, -0.52, -1.79)  -0.190
H (-2.70, -0.45, 7.33)  0.402
H (4.63, 4.76, -1.70)  0.377
H (0.15, -7.27, 3.74)  0.286
H (-3.46, 3.36, 2.72)  0.437
H (-0.71, 4.11, 5.37)  0.262
H (3.12, -6.23, 2.98)  0.489
H (-2.13, 2.25, 2.49)  0.156
H (6.91, 0.52, 3.76)  0.443
H (4.01, 7.74, -2.26)  0.414
H (1.64, -7.90, 3.51)  0.358
H (0.91, 4.20, -6.47)  0.454
H (0.45, 8.58, -0.94)  0.333
H (2.11, 2.34, -5.29)  0.494
H (1.21, -1.73, -8.19)  0.352
H (-7.91, -1.94, -4.51)  0.258
H (6.08, 0.55, 5.21)  0.537
H (-1.61, -2.41, -5.37)  0.396
H (3.06, -2.43, -2.59)  0.477
H (-3.49, -3.00, -2.51)  0.004
H (4.39, -4.05, -4.81)  0.365
H (0.06, 7.19, 1.37)  0.403
H (-1.22, 4.45, 3.66)  0.533
H (4.20, 0.08, 5.74)  0.344
H (0.11, -0.62, -4.60)  -0.076
H (-1.93, 5.90, -0.25)  0.496
H (-0.90, -3.78, -6.11)  0.384
H (0.51, 5.46, 1.52)  0.149
H (0.55, 1.19, 6.66)  0.418
H (-6.16, -2.40, 0.01)  0.536
H (-0.89, -3.83, -0.71)  0.437
H (1.63, 0.39, 2.62)  -0.109
H (-3.82, 4.48, 4.96)  0.499
H (6.44, -1.50, 2.63)  0.474
H (-4.50, -4.18, -3.90)  0.304
H (1.64, 1.99, 1.97)  0.338
H (3.37, -1.50, -4.02)  0.347
H (-1.15, 8.19, -0.64)  0.457
H (0.01, 1.74, 8.06)  0.498
H (-5.14, -3.26, -5.24)  0.371
H (-1.36, -5.28, 3.60)  0.352
H (-0.72, -2.64, -3.41)  -0.873
H (2.10, 8.00, 0.84)  0.426
H (2.10, -4.94, 3.67)  0.349
H (0.35, -1.99, 0.88)  0.236
H (-2.15, -2.67, 1.26)  0.060
H (3.92, 6.81, 0.22)  0.494
H (-1.18, -0.20, 8.20)  0.371
H (1.91, -4.60, -0.03)  0.047
H (-0.01, 2.96, 6.79)  0.247
H (-2.49, 2.25, 8.56)  0.467
H (-7.78, -3.81, -1.70)  0.437
H (0.77, 4.62, -2.96)  0.177
H (-3.48, 1.61, 3.16)  0.522
H (-4.64, 0.28, -1.79)  0.448
H (0.52, -2.39, 2.63)  0.489
H (2.73, -1.35, 2.63)  0.259
H (1.01, -4.25, -2.84)  -0.656
H (1.03, -0.14, -0.49)  -0.202
H (0.37, 2.21, -5.17)  0.060
H (-3.29, -1.32, -3.10)  0.645
H (2.93, 0.47, 0.14)  0.322
H (2.33, -6.74, 0.40)  0.414
H (4.76, 0.89, 0.06)  0.494
H (5.39, -2.65, 3.54)  0.203
H (0.38, -3.23, -7.87)  0.526
H (-1.26, -4.12, -3.92)  0.589
H (-1.06, -5.44, -0.17)  0.535
H (1.77, 1.87, -3.44)  0.068
H (-1.43, 5.37, -1.79)  0.396
H (6.54, -1.83, 4.43)  0.452
H (-7.89, -3.58, -5.16)  0.348
H (0.83, -5.10, -4.44)  0.773
H (-0.44, 7.74, -2.10)  0.357
H (5.33, 2.66, 1.97)  0.539
H (-1.69, 1.91, -0.97)  0.785
H (3.54, 4.36, -2.88)  0.255
H (5.93, 2.87, 4.10)  0.469
H (-2.27, 4.42, 7.05)  0.315
H (1.74, -1.60, -3.39)  0.102
H (3.20, -3.18, -7.15)  0.340
H (-0.58, 1.50, 4.32)  0.094
H (-3.69, 1.75, 7.57)  0.397
H (-6.59, -0.37, -3.98)  0.345
H (-3.86, 4.03, 7.62)  0.434
H (-4.93, -4.60, -1.72)  0.167
H (2.16, 1.73, 3.53)  0.566
H (2.97, -0.26, 4.74)  0.202
H (-1.73, 0.96, 0.95)  -0.241
H (2.47, 5.36, -4.50)  0.355
H (3.82, 3.05, 2.62)  0.281
H (0.67, -7.21, 0.30)  0.533

Calculated values
Highest occupied orbital energy: -7.78 eV
SMILES: CC1(C)CCCC(C)(C)N1O.CC1(C)CCCC(C)(C)N1O.CC1(C)CCCC(C)(C)N1O.CC1(C)CCCC(C)(C)N1O.CC1(C)CCCC(C)(C)N1O.CC1(C)CCCC(C)(C)N1O.OCCO.OCCO
Energy above the lowest of the compared OMol25 structures with the same formula, charge and spin: 821.3 kJ/mol
Kohn-Sham gap: 8.218 eV